[1]
A 2-piece molecular cluster, C10H16O overall at a distorted geometry, computed with ωB97M-V with the def2-TZVPD basis set.

Each line ends with the Mulliken spin population.
Positions of all 27 atoms, in Å:
C (2.949, 1.997, -0.073)  0.03
C (-0.188, 0.437, 1.278)  0.07
C (-0.847, 1.603, 1.745)  0.30
C (1.030, 0.519, 0.672)  0.10
C (1.666, 1.790, 0.598)  0.22
C (-0.221, 2.871, 1.672)  0.01
C (1.044, 2.959, 1.190)  0.17
H (-0.640, -0.546, 1.271)  0.01
H (-1.855, 1.547, 2.138)  0.01
H (1.588, -0.340, 0.324)  0.01
H (-0.782, 3.714, 2.045)  0.01
H (2.979, 2.908, -0.680)  0.02
H (3.296, 1.198, -0.740)  0.00
H (1.667, 3.824, 1.331)  0.00
H (3.709, 2.096, 0.723)  0.06
C (-1.014, -2.288, -1.267)  0.00
C (-0.358, -3.635, -1.079)  0.00
C (-1.275, -1.848, -2.703)  0.00
O (-2.274, -2.377, -0.567)  0.00
H (-0.384, -1.548, -0.762)  0.00
H (0.596, -3.685, -1.589)  0.00
H (-2.315, -1.971, -2.978)  0.00
H (-0.905, -0.840, -2.824)  0.00
H (-0.617, -2.396, -3.384)  0.00
H (-2.466, -1.580, -0.071)  0.00
H (-1.092, -4.408, -1.308)  0.00
H (-0.214, -3.739, -0.005)  0.00

Values from the calculation:
Maximum force: 0.026 hartree/bohr
Multiplicity: 2
Expectation value of S²: 0.768
HOMO-LUMO gap (alpha / beta): 8.4 / 4.6 eV
Energy above the lowest of the compared OMol25 structures with the same formula, charge and spin: 1.4360 eV
Net charge: +1


[2]
A 2-piece molecular cluster, C10H16O2 overall at a distorted geometry, computed with ωB97M-V with the def2-TZVPD basis set.

Each line ends with the natural charge from an NBO analysis.
Positions of all 28 atoms, in Å:
C (-4.289, 1.524, -0.153)  -0.62
C (-4.532, 0.100, -0.676)  -0.39
C (-3.590, -0.928, -0.052)  0.01
C (-2.217, -0.661, -0.445)  -0.05
C (-1.129, -0.436, -0.925)  -0.24
C (3.083, 1.491, 0.413)  -0.61
C (3.624, 0.110, -0.036)  0.17
C (4.516, -0.410, 1.108)  -0.61
C (2.589, -0.904, -0.377)  -0.04
C (1.976, -1.949, -0.505)  -0.24
H (-5.081, 2.193, -0.488)  0.21
H (-4.282, 1.528, 0.944)  0.22
H (-3.322, 1.925, -0.466)  0.21
H (-4.444, 0.058, -1.768)  0.21
H (-5.547, -0.236, -0.421)  0.21
H (-3.866, -1.915, -0.408)  0.19
H (-3.099, -1.283, 1.815)  0.47
H (-0.139, -0.234, -1.324)  0.25
H (3.914, 2.208, 0.490)  0.22
H (2.379, 1.886, -0.326)  0.22
H (2.575, 1.435, 1.374)  0.22
H (3.907, -0.641, 2.001)  0.22
H (5.221, 0.368, 1.364)  0.22
H (5.087, -1.305, 0.826)  0.21
H (4.696, -0.574, -1.481)  0.47
H (1.384, -2.843, -0.646)  0.25
O (-3.815, -0.827, 1.354)  -0.71
O (4.401, 0.319, -1.192)  -0.70

Values from the calculation:
Maximum force: 0.034 hartree/bohr
Multiplicity: 1
HOMO-LUMO gap: 10.7 eV
Energy above the lowest of the compared OMol25 structures with the same formula, charge and spin: 4.2103 eV


[3]
A 2-piece molecular cluster, C10H16OS overall at a distorted geometry, computed with ωB97M-V with the def2-TZVPD basis set.

Each line ends with the natural charge from an NBO analysis.
Positions of all 28 atoms, in Å:
C (0.898, -0.856, 2.026)  -0.54
C (2.090, -1.667, 1.476)  -0.63
C (-1.055, -2.706, 1.207)  -0.78
S (-0.295, -2.012, 2.719)  0.20
H (1.207, -0.226, 2.884)  0.22
H (0.436, -0.171, 1.317)  0.22
H (2.574, -1.136, 0.670)  0.21
H (1.796, -2.664, 1.178)  0.21
H (-0.452, -3.340, 0.539)  0.21
H (-2.010, -3.143, 1.516)  0.23
H (-1.322, -2.071, 0.329)  0.22
H (2.698, -1.847, 2.399)  0.21
C (-1.563, -0.660, -1.810)  -0.64
C (-0.844, 2.700, -0.260)  -0.29
C (0.411, 2.967, -0.855)  0.31
C (-1.369, 1.434, -0.458)  -0.18
C (-0.801, 0.553, -1.381)  -0.06
C (1.021, 2.112, -1.753)  -0.28
C (0.469, 0.802, -1.881)  -0.18
O (1.141, 3.943, -0.243)  -0.68
H (-1.284, 3.264, 0.559)  0.21
H (-2.239, 1.140, 0.128)  0.21
H (1.811, 2.374, -2.427)  0.23
H (0.687, 4.398, 0.455)  0.48
H (-1.828, -0.695, -2.882)  0.23
H (-2.243, -1.059, -1.072)  0.22
H (0.841, -0.008, -2.482)  0.21
H (-0.773, -1.424, -1.896)  0.21

Values from the calculation:
Maximum force: 0.054 hartree/bohr
Multiplicity: 1
HOMO-LUMO gap: 9.0 eV
Energy above the lowest of the compared OMol25 structures with the same formula, charge and spin: 1.8684 eV


[4]
A 2-piece molecular cluster, C10H16OS overall at a distorted geometry, computed with ωB97M-V with the def2-TZVPD basis set.

Each line ends with the natural charge from an NBO analysis.
Positions of all 28 atoms, in Å:
C (-0.938, -2.156, 0.638)  -0.77
C (-2.731, -1.605, 2.556)  -0.73
S (-2.563, -2.829, 1.174)  0.16
H (-1.147, -1.815, -0.354)  0.22
H (-0.460, -1.407, 1.320)  0.23
H (0.101, -2.774, 0.730)  0.22
H (-1.917, -0.873, 2.434)  0.22
H (-2.247, -2.109, 3.365)  0.22
H (-3.744, -1.188, 2.652)  0.23
C (2.189, -0.122, 0.309)  -0.42
C (3.189, -0.703, -0.644)  -0.61
C (1.064, 0.713, -0.360)  -0.06
C (0.781, 1.982, 0.128)  -0.20
C (0.210, 0.140, -1.319)  -0.19
C (-0.282, 2.775, -0.398)  -0.25
C (-0.800, 0.882, -1.910)  -0.30
C (-0.975, 2.219, -1.538)  0.32
O (-1.766, 3.149, -2.237)  -0.73
H (1.720, -0.801, 1.021)  0.21
H (2.669, 0.517, 1.016)  0.21
H (3.963, -0.072, -1.176)  0.22
H (1.574, 2.535, 0.646)  0.21
H (0.263, -1.011, -1.408)  0.22
H (-0.332, 3.834, -0.118)  0.23
H (-1.705, 0.431, -2.318)  0.22
H (-2.542, 2.954, -2.854)  0.50
H (2.640, -1.252, -1.380)  0.21
H (3.787, -1.411, 0.028)  0.21

Values from the calculation:
Maximum force: 0.066 hartree/bohr
Multiplicity: 1
HOMO-LUMO gap: 9.1 eV
Energy above the lowest of the compared OMol25 structures with the same formula, charge and spin: 2.9689 eV